# 1
Density functional theory data (the ωB97M-V functional and the def2-TZVPD basis) for CH2ClN in the gas phase in a non-equilibrium geometry.

Geometry as ORCA input:
```
! RIJCOSX wB97M-V def2-TZVPD def2/J DEFGRID3
* xyz 0 1
C -0.12847 0.49201 0.14873
N 0.40788 -0.56916 0.53386
Cl 0.67007 -1.87168 -0.91954
H -0.27866 1.11630 1.05795
H -0.67082 0.83252 -0.82101
*
```

- Structure (SMILES): C=NCl
- M: 63.49 Da
- LUMO: -0.2177 eV
- E_tot: -15079.7674 eV
- Orbital gap: 10.553 eV



# 2
Density functional theory data (the ωB97M-V functional and the def2-TZVPD basis) for 2 unconnected molecules or ions with the total composition CH2ClN in a non-equilibrium geometry.

Geometry as ORCA input:
```
! RIJCOSX wB97M-V def2-TZVPD def2/J DEFGRID3
* xyz 0 1
C 0.43662 -1.03721 0.15455
N -0.05590 -1.28242 1.18854
Cl -0.14258 2.07421 -2.36857
H 0.01789 1.56793 -1.18475
H -0.25603 -1.32250 2.21022
*
```

- M: 63.49 Da
- LUMO: 0.9908 eV
- E_tot: -15080.6251 eV
- Orbital gap: 12.463 eV



# 3
Density functional theory data (the ωB97M-V functional and the def2-TZVPD basis) for 2 unconnected molecules or ions with the total composition CH2ClN in a non-equilibrium geometry.

Geometry as ORCA input:
```
! RIJCOSX wB97M-V def2-TZVPD def2/J DEFGRID3
* xyz 0 3
C -1.71585 0.07510 -1.14311
N -1.65696 -0.54478 -0.19078
Cl 1.51807 -1.64125 2.72044
H -1.77292 0.65047 -2.03185
H 1.86534 -0.61642 2.04298
*
```

- M: 63.49 Da
- LUMO (spin up / spin down): 0.9478 / -4.2837 eV
- Expectation value of S²: 2.004
- E_tot: -15074.1752 eV
- Orbital gap (spin up / spin down): 6.909 / 7.353 eV



# 4
Density functional theory data (the ωB97M-V functional and the def2-TZVPD basis) for a gas-phase ion, CH2ClN2O2 (charge -1) in a non-equilibrium geometry.

Geometry as ORCA input:
```
! RIJCOSX wB97M-V def2-TZVPD def2/J DEFGRID3
* xyz -1 1
C -0.96916 -0.12845 0.05702
N 0.23978 0.71079 -0.07897
N 1.33224 0.09021 -0.01850
O 1.46013 -1.14996 -0.02698
O 2.33603 0.85250 -0.02178
Cl -2.28593 0.95411 -0.02977
H -1.17448 -0.62586 0.95149
H -0.93860 -0.70334 -0.83251
*
```

- Structure (SMILES): [O-][N+]([O-])=NCCl
- M: 109.49 Da
- LUMO: 3.6859 eV
- E_tot: -20664.8316 eV
- Orbital gap: 7.814 eV



# 5
Density functional theory data (the ωB97M-V functional and the def2-TZVPD basis) for CH2ClNO in the gas phase in a non-equilibrium geometry.

Geometry as ORCA input:
```
! RIJCOSX wB97M-V def2-TZVPD def2/J DEFGRID3
* xyz 0 1
C -0.28505 0.37442 0.07386
N -1.62337 0.33108 -0.35347
O -2.32971 1.25159 -0.03095
Cl 0.24740 1.81928 1.16936
H 0.45804 0.27080 -0.70752
H -0.02631 -0.69170 0.42963
*
```

- Structure (SMILES): O=NCCl
- M: 79.49 Da
- LUMO: -0.4750 eV
- E_tot: -17126.3502 eV
- Orbital gap: 9.464 eV



# 6
Density functional theory data (the ωB97M-V functional and the def2-TZVPD basis) for 2 unconnected molecules or ions with the total composition CH2ClNO2S in a non-equilibrium geometry.

Geometry as ORCA input:
```
! RIJCOSX wB97M-V def2-TZVPD def2/J DEFGRID3
* xyz 0 1
C 0.63530 0.58096 -0.04262
N -0.54971 1.03506 0.22617
O 1.77531 1.15223 -0.04318
O 4.71759 1.39442 0.54113
S 4.07308 0.62073 -0.45979
Cl 3.92357 -1.29758 0.21798
H 0.69126 -0.50935 -0.31315
H -1.29028 0.35142 0.14969
*
```

- M: 127.55 Da
- LUMO (spin up / spin down): -2.4373 / -3.0996 eV
- E_tot: -30008.6665 eV
- Orbital gap (spin up / spin down): 7.137 / 5.974 eV



Computed ΔE to the lowest compared entry with this formula, charge and spin, in the same sequence as the records: 33.8; 14.0; 68.0; 25.2; 74.6; 81.7 kcal per mole.